Version i
Computed, not measured: a 2-piece molecular cluster, C4H13NS overall, with ωB97M-V with the def2-TZVPD basis set.

Last column: Löwdin charge in e.
Geometry (Å):
S 3.75 0.09 0.12  0.74
N -4.02 1.16 -0.08  -0.02
C 3.33 0.09 1.87  -0.46
C 2.69 -1.03 -0.67  -0.51
C -3.03 0.43 -1.03  -0.28
C -1.55 0.23 -0.51  -0.12
H 1.63 -1.07 -0.49  0.01
H -3.35 -0.56 -1.38  0.09
H -3.78 1.19 0.89  0.04
H 2.97 -0.97 -1.74  0.03
H -1.53 -0.46 0.30  0.04
H -0.97 1.14 -0.44  0.06
H -2.90 1.12 -1.88  0.09
H 2.96 -0.91 2.37  0.08
H -4.93 0.82 -0.23  0.03
H 2.99 -2.13 -0.44  0.06
H 2.59 0.80 2.18  0.01
H -1.01 -0.39 -1.33  0.09
H 4.17 0.44 2.49  0.03

- SMILES = CCN.CSC
- HOMO energy (Eh) = -0.3100



Version ii
Computed, not measured: a 2-piece molecular cluster, C4H13NS overall, with ωB97M-V with the def2-TZVPD basis set.

Last column: Löwdin charge in e.
Geometry (Å):
S 4.44 0.19 -0.86  0.60
N 0.09 -1.45 -0.52  -0.01
C -0.98 -0.43 -0.54  -0.31
C -2.66 0.75 0.95  -0.12
C 2.80 0.62 -0.17  -0.50
C -1.76 -0.46 0.76  -0.28
H 2.14 0.88 -1.00  0.01
H -3.20 0.68 1.89  0.07
H -2.34 -1.39 0.80  0.11
H -0.51 0.55 -0.67  0.10
H 0.35 -1.70 -1.46  0.07
H 2.42 -0.28 0.30  0.00
H -0.30 -2.30 -0.13  0.06
H -1.05 -0.54 1.59  0.11
H 4.81 1.42 -1.22  -0.18
H -1.68 -0.53 -1.37  0.11
H -2.08 1.68 0.99  0.07
H 2.84 1.44 0.55  0.02
H -3.34 0.86 0.11  0.07

- SMILES = CCCN.CS
- HOMO energy (Eh) = -0.3248



Version iii
Computed, not measured: a 2-piece molecular cluster, C4H13NS overall, with ωB97M-V with the def2-TZVPD basis set.

Last column: Löwdin charge in e.
Geometry (Å):
S 1.25 1.76 -0.48  0.74
N -2.25 -1.02 1.35  -0.20
C -1.02 -1.77 1.42  -0.14
C 1.66 0.36 -1.59  -0.39
C -2.82 -0.86 0.07  -0.18
C 2.75 2.54 -0.23  -0.53
H -2.78 -1.79 -0.54  0.07
H 1.69 -0.57 -1.02  0.02
H 2.81 2.94 0.79  0.03
H 2.91 3.40 -0.88  0.04
H 3.63 1.91 -0.36  0.04
H -2.86 -1.06 2.14  0.09
H 0.77 0.25 -2.20  0.02
H -2.38 -0.13 -0.62  0.07
H -0.56 -1.70 2.40  0.08
H -1.20 -2.83 1.14  0.08
H 2.62 0.55 -2.06  0.03
H -3.89 -0.65 0.03  0.07
H -0.36 -1.36 0.65  0.06

- SMILES = CNC.CSC
- HOMO energy (Eh) = -0.3004



Version iv
Computed, not measured: a 3-piece molecular cluster, C4H13NS overall, with ωB97M-V with the def2-TZVPD basis set.

Last column: Löwdin charge in e.
Geometry (Å):
S -0.98 1.51 0.18  0.65
N 1.05 -0.76 -0.68  -0.18
C 1.29 -0.94 0.75  -0.35
C 0.12 -1.69 1.36  -0.12
C -2.76 1.68 -0.05  -0.58
C 1.97 0.20 -1.28  -0.17
H -1.05 0.75 -1.63  0.17
H -3.06 2.40 -0.82  0.02
H 2.20 -1.55 0.85  0.11
H 0.31 -1.93 2.42  0.07
H 1.64 0.56 -2.26  0.07
H 0.01 -2.61 0.77  0.08
H -3.31 0.75 -0.26  0.03
H -3.21 2.07 0.88  0.02
H 1.96 1.12 -0.67  0.06
H 0.14 -0.28 -0.76  -0.07
H -0.79 -1.09 1.34  0.03
H 1.49 0.01 1.25  0.09
H 2.98 -0.20 -1.38  0.08

- HOMO energy (Eh) = -0.3176



In terms of stability, version ii leads; the second structure lies 0.0360 hartree higher.



Version i
Computed, not measured: C6H12NS as an isolated structure, with ωB97M-V with the def2-TZVPD basis set.

Last column: Löwdin charge in e.
Geometry (Å):
S 0.23 -0.67 0.35  0.92
N 1.71 0.98 1.92  0.11
C 2.30 1.20 2.90  -0.28
C -0.30 0.80 -0.62  -0.49
C 2.88 1.49 4.15  -0.07
C -1.25 -0.80 -2.33  -0.29
C -1.19 -1.93 -1.36  -0.15
C -1.48 0.47 -1.55  -0.30
H 3.06 2.64 4.13  0.13
H -0.37 -0.75 -3.14  0.18
H 3.97 0.93 4.05  0.16
H -2.22 -1.05 -2.88  0.16
H -1.78 1.33 -2.30  0.16
H -2.43 0.31 -0.82  0.17
H 0.51 1.25 -1.17  0.07
H 2.43 1.16 5.07  0.08
H -0.06 -2.07 -0.73  0.04
H -0.67 1.53 0.27  0.14
H -0.96 -2.94 -1.82  0.14
H -1.88 -1.93 -0.44  0.11

- charge = +1
- HOMO energy (Eh) = -0.5164



Version ii
Computed, not measured: an isolated ion of composition C6H12NS and charge +1, with ωB97M-V with the def2-TZVPD basis set.

Last column: Löwdin charge in e.
Geometry (Å):
S 1.56 0.13 2.28  0.90
N -0.65 -0.44 0.63  -0.30
C 2.68 1.58 0.14  -0.08
C 1.72 0.63 0.74  -0.56
C 0.18 0.30 -1.58  0.13
C -1.87 0.37 0.77  0.04
C -0.72 -1.82 0.30  0.00
C 0.29 0.20 -0.27  -0.21
H 3.31 1.93 0.88  0.07
H 3.24 0.89 -0.46  0.11
H -0.70 -1.94 -0.85  0.14
H 2.36 2.26 -0.57  0.08
H -0.16 -0.18 1.50  -0.03
H -0.70 -0.09 -2.15  0.12
H -2.13 -0.04 1.81  0.15
H -1.64 -2.34 0.65  0.13
H -2.72 0.24 0.15  0.10
H -1.52 1.37 0.75  0.10
H 0.17 -2.16 0.81  0.10
H 0.78 0.83 -2.15  0.03

- SMILES = C=C(C(C)=S)[NH+](C)C
- charge = +1
- HOMO energy (Eh) = -0.5016



Version iii
Computed, not measured: an isolated ion of composition C6H12NS and charge +1, with ωB97M-V with the def2-TZVPD basis set.

Last column: Löwdin charge in e.
Geometry (Å):
S 1.80 0.48 -0.88  0.90
N -0.34 1.33 0.39  0.01
C 0.56 0.10 0.21  -0.55
C 3.12 -0.44 0.01  -0.33
C -1.56 1.30 -0.49  -0.10
C -2.18 -0.12 -0.39  -0.14
C -1.01 -1.05 -0.58  -0.03
C -0.12 -1.19 0.68  -0.15
H -0.61 1.32 1.43  0.20
H -2.62 -0.30 0.61  0.13
H 0.20 2.14 0.33  0.12
H 3.10 0.00 0.97  0.02
H -2.21 1.99 -0.12  0.09
H 4.11 -0.53 -0.49  0.06
H -0.84 -1.70 -1.43  0.13
H 0.58 -2.01 0.83  0.10
H -0.73 -1.17 1.69  0.16
H -1.11 1.56 -1.55  0.18
H 2.77 -1.54 -0.03  0.07
H -2.91 -0.15 -1.21  0.13

- charge = +1
- HOMO energy (Eh) = -0.4346



Version iv
Computed, not measured: C6H12NS as an isolated structure, with ωB97M-V with the def2-TZVPD basis set.

Last column: Löwdin charge in e.
Geometry (Å):
S -1.04 -1.22 -0.89  0.88
N 2.12 -0.09 0.23  -0.01
C -1.67 0.48 -0.52  -0.59
C -2.68 -0.07 0.47  -0.26
C -1.37 1.71 -0.76  -0.03
C 2.15 0.98 0.95  0.18
C 3.22 -0.57 -0.64  0.00
C -2.45 -1.55 0.13  -0.49
H -3.73 0.16 0.28  0.12
H 4.10 -0.28 -0.25  0.05
H -0.40 1.94 -1.37  0.10
H 3.16 1.25 1.22  0.12
H 3.09 -1.70 -0.73  0.14
H -2.16 -2.29 1.01  0.12
H 3.10 -0.23 -1.73  0.14
H 1.30 1.26 1.62  0.14
H -2.49 0.27 1.51  0.12
H 1.23 -0.67 0.28  0.11
H -3.41 -1.88 -0.33  0.09
H -2.05 2.50 -0.51  0.07

- charge = +1
- HOMO energy (Eh) = -0.4401



In terms of stability, version iv leads; the second structure lies 0.0139 hartree higher.



Version i
Computed, not measured: C6H8N4O2S as an isolated structure, with ωB97M-V with the def2-TZVPD basis set.

Last column: Löwdin charge in e.
Geometry (Å):
S -0.86 1.27 3.55  1.05
O 2.08 0.70 -3.18  0.03
O -0.64 -0.95 -0.24  0.01
N 1.80 -1.99 -3.39  -0.07
N -2.11 -0.17 1.98  0.06
N -0.42 1.09 0.94  0.07
N 1.04 -1.17 -2.45  -0.10
C -2.69 -0.27 3.18  -0.29
C -0.10 0.18 -0.13  -0.39
C 1.04 0.71 -0.94  0.00
C 1.38 0.11 -2.17  -0.39
C -2.22 0.50 4.18  -0.41
C -1.12 0.69 2.01  -0.70
H 1.39 1.71 -0.90  0.07
H -2.47 0.64 5.16  0.03
H 0.33 1.78 1.13  0.15
H 0.91 -2.18 -4.43  0.23
H 0.75 -1.71 -1.48  0.20
H 2.58 1.52 -2.86  0.16
H 2.81 -1.38 -3.37  0.15
H -3.48 -1.09 3.41  0.14

- HOMO energy (Eh) = -0.2975



Version ii
Computed, not measured: one molecule with the formula C6H8N4O2S, with ωB97M-V with the def2-TZVPD basis set.

Last column: Löwdin charge in e.
Geometry (Å):
S -0.73 0.27 1.91  0.81
O -2.04 -0.09 2.42  -0.39
O 0.43 -0.33 2.51  -0.38
N -0.39 1.11 -1.90  0.16
N -1.77 -0.25 -0.69  -0.15
N 1.42 1.14 -0.47  0.22
N 2.73 1.66 1.26  0.17
C 2.80 -0.54 0.21  -0.02
C -0.68 -0.17 0.06  -0.15
C 0.24 0.70 -0.70  -0.31
C -1.52 0.49 -1.86  -0.10
C 2.28 0.82 0.47  -0.60
C -2.97 -0.88 -0.59  -0.04
H -3.00 -1.92 -1.01  0.13
H -3.27 -0.73 0.39  0.07
H -2.13 0.37 -2.82  0.17
H -3.67 -0.34 -1.28  0.11
H 3.61 1.53 1.69  0.04
H 3.81 -0.78 0.61  0.10
H 2.83 -0.80 -0.85  0.08
H 2.03 -1.26 0.64  0.09

- SMILES = [H]/N=C(C)/N=C1/N=CN(C)C1=S(=O)=O
- HOMO energy (spin up / spin down) (Eh) = -0.3426 / -0.3277



In terms of stability, version i leads; the second structure lies 0.0050 hartree higher.



Version i
Computed, not measured: one molecule with the formula C2H3Cl2FN2, with ωB97M-V with the def2-TZVPD basis set.

Last column: Löwdin charge in e.
Geometry (Å):
Cl 1.00 -0.98 -0.96  0.65
Cl -1.28 0.75 -1.49  0.66
F -1.07 -0.83 0.49  -0.08
N 0.94 -0.34 2.33  0.03
N 0.83 0.90 1.81  -0.03
C -0.28 0.02 -0.23  -1.24
C 0.31 1.08 0.68  -0.26
H 1.10 -0.31 3.34  0.11
H 0.32 2.11 0.30  0.10
H 0.29 -1.02 2.02  0.06

- SMILES = N/N=C\C(F)(Cl)Cl
- HOMO energy (Eh) = -0.3536



Version ii
Computed, not measured: one molecule with the formula C2H3Cl2FN2, with ωB97M-V with the def2-TZVPD basis set.

Last column: Löwdin charge in e.
Geometry (Å):
Cl -1.94 -0.80 0.11  0.70
Cl -0.48 1.64 0.05  0.62
F -0.04 -0.55 -1.24  -0.10
N 2.10 -0.42 0.78  -0.08
N 2.60 -0.16 -0.49  -0.04
C -0.37 -0.15 -0.01  -1.30
C 0.78 -0.52 1.06  -0.19
H 0.59 -0.70 2.23  0.15
H 3.61 -0.50 -0.83  0.15
H 1.86 -0.09 -1.25  0.09

- SMILES = N/N=C\C(F)(Cl)Cl
- HOMO energy (Eh) = -0.3368



In terms of stability, version i leads; the second structure lies 0.0538 hartree higher.



Version i
Computed, not measured: one molecule with the formula C2H3N3O3, with ωB97M-V with the def2-TZVPD basis set.

Last column: Löwdin charge in e.
Geometry (Å):
O -0.93 2.12 0.75  0.14
O -1.28 -0.84 -0.24  0.10
O -0.11 0.66 2.28  0.14
N 0.98 0.04 -0.50  0.04
N 0.55 -1.79 -1.43  0.11
N 0.98 0.98 0.27  0.18
C -0.18 -0.95 -0.71  -0.56
C -0.11 1.18 1.20  -0.60
H 0.14 -2.65 -1.76  0.10
H -1.60 2.30 1.43  0.14
H 1.55 -1.05 -1.28  0.20

- SMILES = NC(=O)/N=N\C(=O)O
- HOMO energy (Eh) = -0.3562



Version ii
Computed, not measured: C2H3N3O3 as an isolated structure, with ωB97M-V with the def2-TZVPD basis set.

Last column: Löwdin charge in e.
Geometry (Å):
O -2.39 -0.94 -0.36  -0.05
O 0.10 -0.74 -0.11  0.05
O 2.52 -0.84 0.11  0.00
N -1.25 -0.16 0.37  -0.01
N 2.14 0.29 -0.16  -0.04
N 0.07 1.57 -0.20  0.19
C 0.83 0.43 -0.11  -0.40
C -1.07 1.09 0.00  -0.27
H -2.41 -1.77 0.37  0.20
H -1.91 1.87 0.48  0.21
H 3.37 -0.82 -0.38  0.14

- HOMO energy (Eh) = -0.3063



In terms of stability, version i leads; the second structure lies 0.2066 hartree higher.



Version i
Computed, not measured: one molecule with the formula C2H3N3O3, with ωB97M-V with the def2-TZVPD basis set.

Last column: Löwdin charge in e.
Geometry (Å):
O 0.50 0.86 0.07  0.18
O 0.70 -1.17 0.81  0.01
O 0.80 1.98 2.03  0.15
N -1.23 -0.39 -2.22  0.01
N 0.93 -0.27 1.89  0.13
N -0.53 -1.05 -1.21  0.05
C 0.06 -0.42 -0.17  -0.31
C 0.75 0.97 1.37  -0.57
H 0.25 -0.61 2.69  0.22
H -1.09 -0.55 -3.13  0.03
H -1.13 0.65 -2.14  0.10

- SMILES = N/N=c1/o[nH]c(=O)o1
- HOMO energy (Eh) = -0.3314



Version ii
Computed, not measured: one molecule with the formula C2H3N3O3, with ωB97M-V with the def2-TZVPD basis set.

Last column: Löwdin charge in e.
Geometry (Å):
O 0.30 -0.63 -1.47  0.13
O -1.78 1.07 0.97  0.00
O -2.06 -0.50 -1.43  0.16
N 0.47 0.23 0.71  0.10
N 2.31 -0.88 -0.40  0.16
N -0.77 0.60 0.13  -0.14
C -1.01 -0.23 -0.94  -0.42
C 1.14 -0.48 -0.39  -0.47
H 2.90 -0.49 0.36  0.07
H -2.55 0.32 1.23  0.21
H 1.05 0.99 1.23  0.19

- SMILES = [H]/N=c1\[nH]n(O)c(=O)o1
- HOMO energy (Eh) = -0.3475



In terms of stability, version ii leads; the second structure lies 0.0206 hartree higher.



Version i
Computed, not measured: one molecule with the formula C2H3N3O3, with ωB97M-V with the def2-TZVPD basis set.

Last column: Löwdin charge in e.
Geometry (Å):
O 0.65 1.39 0.33  -0.08
O -1.53 1.48 -0.46  -0.05
O 1.41 -1.92 -0.18  0.08
N 1.62 0.44 0.30  0.17
N -1.38 -1.22 -0.42  0.19
N -0.71 0.84 0.47  -0.08
C -0.44 -0.46 0.04  -0.36
C 0.95 -0.66 0.02  -0.33
H 0.62 -2.56 -0.35  0.16
H -2.47 1.91 0.11  0.26
H -2.18 -0.71 -0.08  0.05

- SMILES = [H]/N=c1/c(O)non1O
- HOMO energy (Eh) = -0.3425



Version ii
Computed, not measured: a 2-piece molecular cluster, C2H3N3O3 overall, with ωB97M-V with the def2-TZVPD basis set.

Last column: Löwdin charge in e.
Geometry (Å):
O -2.46 0.19 -0.16  0.04
O 2.26 -0.04 -0.28  -0.03
O 0.09 1.95 -0.05  0.10
N 0.51 -1.42 -0.05  0.01
N -0.79 -1.41 -0.16  0.09
N 0.93 -0.20 -0.04  -0.23
C -1.18 -0.12 -0.17  -0.42
C -0.09 0.63 -0.20  -0.31
H 1.09 2.04 0.18  0.17
H 2.74 -1.01 0.54  0.34
H -3.08 -0.59 0.37  0.24

- HOMO energy (Eh) = -0.3204



Version iii
Computed, not measured: one molecule with the formula C2H3N3O3, with ωB97M-V with the def2-TZVPD basis set.

Last column: Löwdin charge in e.
Geometry (Å):
O 3.10 0.02 0.01  0.14
O -1.26 1.48 -0.20  0.12
O 1.17 -1.06 -0.30  0.07
N -0.24 -0.60 -0.41  -0.06
N -1.20 -1.45 0.20  0.10
N 1.08 1.19 0.05  0.21
C -0.14 0.74 -0.08  -0.40
C 1.92 0.09 -0.03  -0.55
H -0.99 2.40 0.10  0.15
H -1.95 -1.77 -0.44  0.12
H -1.49 -1.05 1.10  0.10

- SMILES = Nn1oc(=O)nc1O
- HOMO energy (Eh) = -0.3743



Version iv
Computed, not measured: one molecule with the formula C2H3N3O3, with ωB97M-V with the def2-TZVPD basis set.

Last column: Löwdin charge in e.
Geometry (Å):
O -0.10 2.68 -0.61  -0.06
O -0.36 0.52 0.35  0.04
O -1.44 -1.33 0.96  0.01
N -0.17 -0.83 0.83  -0.12
N 1.01 -0.66 -1.03  0.17
N 0.72 1.76 -1.25  0.05
C 0.48 -1.48 -0.24  -0.11
C 0.50 0.61 -0.73  -0.38
H 0.53 -2.63 -0.34  0.18
H -1.52 -1.61 1.89  0.13
H 0.35 2.97 0.18  0.09

- SMILES = O/N=c1/ncn(O)o1
- HOMO energy (Eh) = -0.3517



In terms of stability, version iii leads; the second structure lies 0.1335 hartree higher.



Version i
Computed, not measured: a 2-piece molecular cluster, H3NO2S2 overall, with ωB97M-V with the def2-TZVPD basis set.

Last column: Löwdin charge in e.
Geometry (Å):
S -3.74 -0.32 -0.37  0.58
S -0.99 -0.46 0.91  0.90
O 2.73 -0.56 -0.46  -0.06
O -2.61 -0.73 0.76  -1.09
N -0.26 0.76 0.27  -0.33
H 2.15 0.10 -0.80  -0.01
H 3.44 -0.16 0.05  0.04
H -0.72 1.37 -0.36  -0.02

- HOMO energy (spin up / spin down) (Eh) = -0.3506 / -0.3123



Version ii
Computed, not measured: a 2-piece molecular cluster, H3NO2S2 overall, with ωB97M-V with the def2-TZVPD basis set.

Last column: Löwdin charge in e.
Geometry (Å):
S -0.09 -0.95 0.32  0.70
S 2.45 1.57 -0.03  0.58
O 0.81 -0.11 1.05  -0.50
O 0.30 -1.26 -1.06  -0.42
N -1.53 0.05 0.10  -0.14
H -2.23 -0.39 -0.52  0.06
H -1.88 0.48 0.96  0.05
H 2.16 0.60 -0.81  -0.33

- HOMO energy (spin up / spin down) (Eh) = -0.3263 / -0.3296



In terms of stability, version i leads; the second structure lies 0.0218 hartree higher.



Version i
Computed, not measured: one molecule with the formula C3H7NO2S, with ωB97M-V with the def2-TZVPD basis set.

Last column: Löwdin charge in e.
Geometry (Å):
S -0.22 2.54 0.40  0.73
O -1.13 -2.07 -0.39  0.11
O 0.87 -1.99 0.62  0.12
N 1.52 0.24 -0.53  0.00
C 0.06 -0.05 -0.59  -0.35
C -0.86 0.84 0.29  -0.49
C 0.06 -1.50 -0.12  -0.50
H 1.82 1.02 -1.09  0.06
H -0.08 0.04 -1.67  0.15
H -1.82 0.77 -0.22  0.08
H -0.88 0.40 1.28  0.08
H -0.06 2.48 1.71  -0.16
H 1.89 0.26 0.41  0.07
H -1.18 -2.98 -0.09  0.12

- SMILES = N[C@H](CS)C(=O)O
- HOMO energy (Eh) = -0.3348



Version ii
Computed, not measured: one molecule with the formula C3H7NO2S, with ωB97M-V with the def2-TZVPD basis set.

Last column: Löwdin charge in e.
Geometry (Å):
S -2.67 0.54 -1.12  0.69
O 1.10 -0.69 1.99  0.11
O 2.82 -1.15 0.63  0.10
N 1.27 0.37 -0.07  0.04
C -1.09 1.01 -0.32  -0.54
C 1.67 -0.49 0.95  -0.60
C 0.00 0.06 -0.74  -0.27
H 1.87 1.14 -0.28  0.14
H -0.25 -0.93 -0.37  0.12
H 0.21 -0.03 -1.80  0.11
H -1.21 1.00 0.75  0.07
H -0.88 1.99 -0.73  0.07
H 3.14 -1.42 1.51  0.12
H -2.88 -0.60 -0.46  -0.15

- SMILES = O=C(O)NCCS
- HOMO energy (Eh) = -0.3381



In terms of stability, version ii leads; the second structure lies 0.0076 hartree higher.